Formula: C3HN3O2
Source: the OMol25 dataset
Level of theory: ωB97M-V with the def2-TZVPD basis set

Results
Orbital gap = 10.16 eV
Relative energy (zero: lowest compared OMol25 entry of this formula, charge and spin) = 84.56 kcal/mol
Spin multiplicity = 1
HOMO level = -10.490 eV
SMILES = c1onc2onnc12

```
9
Properties=species:S:1:pos:R:3:forces:R:3
C -1.40301 -0.15472 -0.13406 2.07 0.03 -0.81
O -1.37609 1.16635 0.02312 -2.16 0.09 0.43
N -0.14712 1.67236 0.27384 0.64 0.96 0.16
C 0.58624 0.61804 0.17553 1.07 1.03 -0.09
O 1.88068 0.36173 0.29112 0.47 0.97 0.33
N 1.98084 -1.01433 0.04661 1.28 -0.87 -0.17
N 0.89421 -1.52063 -0.21387 -0.83 -0.71 -0.05
C -0.06653 -0.52459 -0.15437 -2.11 -1.27 0.26
H -2.34922 -0.60422 -0.30791 -0.43 -0.23 -0.07
```
Positions in Å, forces in eV/Å.